ORCA calculation (ωB97M-V with the def2-TZVPD basis set) on a single C20H32N2O2 molecule.

```
! RIJCOSX wB97M-V def2-TZVPD def2/J DEFGRID3
* xyz 0 1
C -6.52962 -0.88783 0.21567
H 2.99760 -3.96168 0.54445
H 5.19071 -1.94163 -1.68271
O 3.82038 3.06989 -0.16069
C -4.21848 -0.26107 -0.61649
H 4.08274 -4.01889 -0.84479
H 5.92022 -1.68555 -0.09724
C 3.03997 0.07368 1.19440
H 0.52833 2.62554 0.40875
C -1.92367 0.34175 -1.46811
C -5.43063 1.23466 0.82241
H -6.30370 -2.04434 -1.57376
C -0.58772 -0.37062 0.39469
H 3.72175 3.47462 -1.02988
C 1.42333 2.55189 -0.20686
H -4.13954 -1.18825 -1.16380
H 0.37305 0.92440 1.83155
H 0.33763 1.29929 -2.31490
C -3.24927 1.83131 0.03839
C 3.90750 -3.54454 0.11843
H -6.32201 1.44643 1.39358
H 3.78427 0.66811 0.66524
H -0.42921 -1.38652 -0.01207
H -1.95438 -0.69544 -1.84955
H -1.50352 -0.37351 0.99073
H 4.97359 -0.40370 -0.85244
H 0.75896 -0.79845 2.00737
H 2.37108 4.25697 0.70999
H -5.57202 -2.77359 -0.13779
H 4.45709 -1.38089 1.90934
H 1.23872 3.11466 -1.12647
H 2.78874 -1.95393 1.85879
H 0.70717 -0.38921 -1.88140
H -1.89879 1.01435 -2.33267
H -4.43706 3.05828 1.32679
H -7.33546 -2.78155 -0.33452
H -2.41594 2.51587 -0.00046
C -3.16307 0.63451 -0.66604
C 3.53844 -1.37152 1.31929
N 1.78871 0.11445 0.46376
H 4.73838 -3.79134 0.77664
H 2.57051 1.02099 -1.20480
C 5.04430 -1.47840 -0.70916
C 2.59796 3.19456 0.53109
C -4.37766 2.12815 0.78123
C 0.60150 -0.00238 1.27655
C 0.47714 0.61251 -1.47640
H 2.93034 0.49697 2.20457
H 2.92301 -1.80952 -0.67503
C 3.78765 -2.03016 -0.04095
C -6.42664 -2.21032 -0.50571
N -0.73233 0.59570 -0.67798
O -7.52060 -0.58733 0.84383
C 1.65351 1.07604 -0.60696
C -5.36391 0.02898 0.12415
H 2.76087 2.71760 1.49795
*
```

The LUMO energy is 0.29 eV. As for the SMILES: CC(=O)c1cccc(CN2CCN(CCC(C)C)[C@H](CCO)C2)c1. The calculated total energy is -1041.2761 Ha. The calculation puts the energy above the lowest of the compared OMol25 structures with the same formula, charge and spin at 1.3835 eV. Its strongest force on any atom is 0.633 eV/A. The highest occupied orbital energy comes out at -8.230 eV.

ORCA calculation (ωB97M-V with the def2-TZVPD basis set) on 2 unconnected molecules or ions with the total composition C9H14 at a distorted geometry.

```
! RIJCOSX wB97M-V def2-TZVPD def2/J DEFGRID3
* xyz 0 1
H -0.81636 2.00968 2.48857
C -1.02398 -0.20379 2.57828
C 0.57241 -1.02486 -1.24753
H -0.22723 -0.40163 3.30144
H -1.96587 1.48388 3.68600
H 0.15754 -3.15881 -1.23804
C 0.22813 1.59442 -0.38436
C -1.53350 1.22448 2.72780
H 2.61241 -0.80695 -0.74892
H -1.83524 1.28900 -0.67162
H 1.81687 -2.73426 -1.68023
H 2.30130 1.63777 0.00262
H -1.84006 -0.88116 2.85391
C 1.49084 1.01406 -0.35384
H -1.52306 -1.03404 -1.63640
H -0.62592 -0.34825 1.58618
C 1.66279 -0.29285 -0.78301
C -0.69053 -0.44740 -1.26573
C -0.85832 0.85350 -0.79846
H 0.49625 -2.49580 -2.81258
H -2.33058 1.41850 1.99904
H 0.08512 2.56976 0.06734
C 0.77283 -2.43304 -1.75338
*
```

The LUMO energy is 1.04 eV. As for the SMILES: Cc1ccccc1.CC. The calculated total energy is -351.3239 Ha. The calculation puts the energy above the lowest of the compared OMol25 structures with the same formula, charge and spin at 0.1715 eV. Its strongest force on any atom is 1.324 eV/A. The highest occupied orbital energy comes out at -9.108 eV.

ORCA calculation (ωB97M-V with the def2-TZVPD basis set) on 6 unconnected molecules or ions with the total composition C26H44BrClNO12P.

```
! RIJCOSX wB97M-V def2-TZVPD def2/J DEFGRID3
* xyz 0 1
H 5.75969 2.72357 -0.49964
C 6.70103 -3.22997 4.70169
H -4.32172 1.30352 3.27783
H -7.86186 -1.85285 1.59895
C -4.26044 -0.27046 5.66448
O 9.19079 1.53346 -3.65198
C -6.07708 -2.04388 -0.83979
O -4.52464 -1.27044 4.66319
H -2.21509 0.23155 5.20901
H 2.34189 1.41750 -2.32827
O 4.06555 -0.87566 4.46045
C -4.18480 -0.80963 3.43910
H -7.44382 -2.08364 -3.42381
H 6.95209 -4.28784 4.72002
C 5.25561 -2.91838 5.09001
C -6.90142 -1.18347 -3.12145
H 5.11248 -2.74653 6.15275
Br -8.86945 0.39378 1.21588
H -6.65425 0.02888 -0.40517
H 7.18576 0.85153 -5.49652
O -4.56418 -0.81680 -2.33604
H -1.31682 0.57725 -3.42694
O 0.51482 2.25849 -1.86590
C 8.16238 2.32682 -4.26836
O 9.31009 -0.35239 -2.45747
H 4.56142 -3.69033 4.75399
H -5.19448 0.25324 5.87752
C -0.80350 0.41386 -2.47763
H 4.08140 3.16842 -0.12364
O 5.88724 -1.49829 3.33259
C 4.96355 -1.65332 4.30804
C -3.21036 0.64666 5.04641
H -3.92350 -0.77232 6.56770
H -8.87140 1.64177 -1.60914
H -3.71665 1.01007 -2.21096
H -6.49350 -0.73483 -4.03055
H -1.36074 -0.31063 -1.88979
C 5.09970 2.14330 1.52340
H 3.09423 1.45280 2.05483
H -5.86265 -0.83678 0.93665
C -6.55614 -0.92383 0.10302
C 7.16956 0.36466 -3.39504
H -8.55193 -0.73359 -1.99369
N -7.82733 -0.21068 -2.48425
H -3.22858 1.65229 5.46013
H -6.84855 -2.81888 -0.91961
H 6.86772 -0.64597 -3.65258
C 4.86438 2.42506 0.03989
H -5.38513 -2.55445 -2.76237
C 6.78657 -2.62333 3.30519
H 6.04690 1.84549 -4.58732
H 6.10690 1.74921 1.66706
C -3.56643 0.56868 3.56255
H 7.38373 -2.70822 5.37318
H -4.75102 0.66120 -0.85742
O 3.95897 0.32830 0.55289
O 4.27375 0.72332 -1.61526
H 7.77794 -2.26227 3.04583
C -0.72756 1.73963 -1.74340
C 0.66904 0.05012 -2.66874
H 1.03250 -0.49730 -1.79802
H 8.57337 2.78357 -5.16520
H -5.45674 1.09326 -2.43487
H 1.32086 1.84973 -3.72291
H 4.98009 3.01015 2.16915
C 4.35727 1.09196 -0.47232
O -4.38968 -1.43566 2.43947
C -7.92719 -1.25201 0.69781
C 1.32843 1.42226 -2.71727
H 6.62340 0.68581 -2.50739
C -5.71090 -1.63350 -2.26689
O -1.60055 2.29867 -1.14506
H -5.20332 -2.53476 -0.40789
H -2.71201 0.66049 2.89834
H 7.87493 3.11644 -3.57010
H 4.38479 0.35174 2.57606
H 6.44641 -3.31135 2.52943
C 4.07653 1.04863 1.80377
Cl -7.21397 1.97405 -4.31999
C 8.65496 0.41755 -3.09491
O -9.40152 1.70028 -2.42038
P -8.74954 0.76686 -3.56595
C 7.01849 1.35797 -4.54488
H -8.58951 -1.71544 -0.02877
C -4.66000 0.53623 -1.94032
H 0.87276 -0.55040 -3.55241
*
```

The LUMO energy is 0.46 eV. As for the SMILES: CO[C@@H](CCCBr)CNP(O)Cl.O=C1CCCO1.O=C1CCCO1.O=C1CCCO1.O=C1CCCO1.O=C1CCCO1. The calculated total energy is -5350.4071 Ha. The calculation puts the energy above the lowest of the compared OMol25 structures with the same formula, charge and spin at 0.2014 eV. Its strongest force on any atom is 0.698 eV/A. The highest occupied orbital energy comes out at -8.736 eV.

ORCA calculation (ωB97M-V with the def2-TZVPD basis set) on a molecular structure, C4H6N2 at a distorted geometry.

```
! RIJCOSX wB97M-V def2-TZVPD def2/J DEFGRID3
* xyz 0 1
C -0.98621 0.27283 0.21958
C 0.22278 -0.56483 0.69888
H 0.46280 -1.02908 1.65941
H -0.36019 1.76035 1.53545
C -0.09224 0.08448 -1.02131
N -0.41184 1.62101 0.51607
H 1.81974 -0.10066 -0.44836
H 0.24080 -2.09094 -0.89576
H -2.06113 0.06614 0.33483
N 0.59459 -1.17095 -0.60651
H -0.22746 0.37875 -2.06349
C 0.79836 0.77291 0.07122
*
```

The LUMO energy is 0.88 eV. The calculated total energy is -265.2571 Ha. The calculation puts the energy above the lowest of the compared OMol25 structures with the same formula, charge and spin at 7.5780 eV. Its strongest force on any atom is 3.294 eV/A. The highest occupied orbital energy comes out at -8.974 eV.

ORCA calculation (ωB97M-V with the def2-TZVPD basis set) on 2 unconnected molecules or ions with the total composition C4H12S at a distorted geometry.

```
! RIJCOSX wB97M-V def2-TZVPD def2/J DEFGRID3
* xyz 1 2
C -2.31259 0.65834 -1.02115
H 3.66322 1.65303 0.79901
H -3.34922 0.97836 -0.90973
S 2.91340 -0.54525 0.51448
H -2.20136 0.88690 -2.08546
H 0.73316 -0.44759 1.57711
C -2.06864 -0.79194 -0.64417
C 2.66497 1.25142 0.61498
H 0.74909 -1.20854 -0.00122
H 2.44024 1.54109 -0.40826
C 1.25812 -1.17716 0.96101
H -2.42668 -1.09490 0.33600
H -2.70344 -1.34663 -1.34608
H 1.30948 -2.10530 1.52040
H -1.05404 -1.13289 -0.82936
H -1.61518 1.30774 -0.48261
H 1.99944 1.57333 1.40504
*
```

The LUMO energy (spin up / spin down) is -3.63 / -8.53 eV. The expectation value of S² is 0.753. The calculated total energy is -557.4396 Ha. The calculation puts the energy above the lowest of the compared OMol25 structures with the same formula, charge and spin at 0.3899 eV. Its strongest force on any atom is 1.855 eV/A. The highest occupied orbital energy (spin up / spin down) comes out at -14.553 / -14.553 eV.

ORCA calculation (ωB97M-V with the def2-TZVPD basis set) on 2 unconnected molecules or ions with the total composition C5H13N2.

```
! RIJCOSX wB97M-V def2-TZVPD def2/J DEFGRID3
* xyz 1 1
H -2.04766 0.37560 -2.16384
H 0.84497 1.28111 -1.66186
H -0.85102 -0.88541 -1.94455
C 0.12103 2.50699 0.69519
N 1.10743 -1.88394 0.00651
N 0.29344 -1.55956 2.14908
C 0.13505 -1.69983 0.85626
H -1.68941 1.47323 0.01199
C -0.98447 0.16475 -2.23536
H -0.00752 2.16313 1.72355
C -0.17257 1.06698 -1.34654
H -0.28584 3.51948 0.67096
H 1.18109 -1.33802 2.57747
H 1.18104 2.56392 0.45715
H 0.88182 -1.97514 -0.97420
H -0.86267 -1.57778 0.44546
H 2.07703 -1.76195 0.26171
C -0.64615 1.64004 -0.25089
H -0.66883 0.22950 -3.27480
H -0.53031 -1.43703 2.71758
*
```

The LUMO energy is -3.81 eV. The calculated total energy is -307.5674 Ha. The calculation puts the energy above the lowest of the compared OMol25 structures with the same formula, charge and spin at 1.4745 eV. Its strongest force on any atom is 0.534 eV/A. The highest occupied orbital energy comes out at -12.621 eV.

Question: calculated total energy of number 1 (C20H32N2O2)?
Answer: -1041.2761 Ha